Entry from OMol25: 3 unconnected molecules or ions with the total composition C6H10O (wB97M-V/def2-TZVPD).

Each line ends with the natural charge from an NBO analysis.
CARTESIAN COORDINATES (ANGSTROEM)
C (-1.951, -0.415, -0.221)  -0.63
C (-1.161, 0.864, -0.370)  -0.13
C (-0.304, 1.424, 0.618)  -0.20
C (0.534, 0.628, -0.285)  -0.26
C (0.965, -0.695, -0.059)  -0.32
C (2.324, -1.055, -0.465)  0.37
O (3.111, -0.307, -1.020)  -0.55
H (-3.001, -0.127, -0.101)  0.23
H (-1.667, -0.985, 0.665)  0.22
H (-1.879, -1.052, -1.108)  0.22
H (-1.592, 1.537, -1.117)  0.21
H (-0.185, 2.507, 0.645)  0.21
H (0.094, 0.379, 1.873)  0.01
H (1.225, 1.220, -0.883)  0.27
H (0.286, -1.515, 0.139)  0.22
H (0.568, -0.324, 1.879)  0.01
H (2.632, -2.084, -0.190)  0.11

The energy relative to the best compared isomer or geometry (same formula, charge and spin) comes out at 528.8 kJ/mol. The charge is 0. The LUMO energy (alpha / beta) is -0.94 / -0.85 eV. Its HOMO-LUMO gap (alpha / beta) is 7.408 / 7.469 eV. For the calculated total energy, the calculation gives -309.6410 hartree.

Entry from OMol25: 2 unconnected molecules or ions with the total composition C15H15NO4S2 (wB97M-V/def2-TZVPD).

Each line ends with the natural charge from an NBO analysis.
CARTESIAN COORDINATES (ANGSTROEM)
O (2.303, -0.480, 4.417)  -0.69
C (2.099, -0.733, 3.077)  0.25
C (2.972, -0.211, 2.133)  -0.24
C (2.748, -0.442, 0.778)  -0.17
S (3.858, 0.238, -0.435)  0.00
C (1.680, -1.241, 0.378)  -0.21
C (0.817, -1.780, 1.321)  0.11
C (1.012, -1.515, 2.678)  -0.16
S (-0.098, -2.178, 3.872)  0.32
C (-1.572, -2.069, 2.904)  -0.23
C (-2.788, -1.772, 3.516)  -0.20
C (-3.942, -1.677, 2.746)  -0.21
C (-3.886, -1.891, 1.373)  -0.21
C (-2.673, -2.199, 0.764)  -0.23
C (-1.514, -2.289, 1.527)  0.20
N (-0.270, -2.611, 0.894)  -0.66
H (3.010, -1.041, 4.754)  0.49
H (3.803, 0.401, 2.453)  0.23
H (3.233, 1.411, -0.574)  0.13
H (1.501, -1.439, -0.670)  0.23
H (-2.824, -1.572, 4.578)  0.22
H (-4.876, -1.420, 3.225)  0.22
H (-4.779, -1.802, 0.770)  0.22
H (-2.608, -2.339, -0.306)  0.23
H (-0.039, -3.584, 1.075)  0.38
C (-0.591, 4.946, -4.507)  -0.26
O (-0.835, 3.652, -3.947)  -0.49
C (0.234, 2.857, -3.921)  0.98
O (1.331, 3.140, -4.324)  -0.64
O (-0.126, 1.691, -3.389)  -0.49
C (0.928, 0.725, -3.326)  -0.26
H (-1.541, 5.468, -4.459)  0.20
H (0.161, 5.478, -3.927)  0.19
H (-0.259, 4.860, -5.539)  0.19
H (1.757, 1.094, -2.726)  0.19
H (1.284, 0.479, -4.324)  0.19
H (0.492, -0.152, -2.856)  0.19

The energy relative to the best compared isomer or geometry (same formula, charge and spin) comes out at 65.9 kJ/mol. The charge is 0. The LUMO energy is 0.52 eV. The SMILES is Oc1cc(S)cc2c1Sc1ccccc1N2.COC(=O)OC. Its HOMO-LUMO gap is 8.821 eV. For the calculated total energy, the calculation gives -1732.6916 hartree.

Entry from OMol25: 2 unconnected molecules or ions with the total composition C4H12N2S (wB97M-V/def2-TZVPD).

Each line ends with the natural charge from an NBO analysis.
CARTESIAN COORDINATES (ANGSTROEM)
C (0.207, 1.802, 1.642)  -0.61
C (0.100, 0.975, 0.355)  -0.08
C (-0.747, -0.403, 0.527)  -0.55
S (-2.385, 0.082, 0.867)  0.01
N (1.370, 0.659, -0.030)  -0.24
C (1.498, 0.029, -1.270)  -0.12
N (1.492, -1.496, -1.094)  -0.82
H (0.699, 2.731, 1.349)  0.22
H (-0.776, 2.065, 2.037)  0.22
H (0.862, 1.296, 2.350)  0.22
H (-3.834, -2.406, -0.289)  0.00
H (-0.782, -0.908, -0.431)  0.24
H (-0.336, -1.075, 1.270)  0.23
H (-3.861, -1.668, -0.414)  0.00
H (-0.462, 1.597, -0.348)  0.21
H (0.686, 0.056, -1.987)  0.16
H (2.443, 0.287, -1.711)  0.19
H (2.411, -1.791, -0.776)  0.36
H (1.414, -1.832, -2.050)  0.35

The energy relative to the best compared isomer or geometry (same formula, charge and spin) comes out at 538.7 kJ/mol. The charge is 0. The LUMO energy is -2.82 eV. Its HOMO-LUMO gap is 5.286 eV. For the calculated total energy, the calculation gives -667.0897 hartree.